{"formula": "C6H15NSSi", "method": "ωB97M-V/def2-TZVPD", "e_above_lowest_kcal_mol": 72.6, "elements": ["C", "C", "C", "C", "C", "C", "N", "Si", "S", "H", "H", "H", "H", "H", "H", "H", "H", "H", "H", "H", "H", "H", "H", "H"], "coordinates": [[0.2946, -1.9966, -1.5892], [-1.0038, -2.6875, -1.1698], [1.4349, 0.6138, 2.3829], [-1.0559, 2.4690, -0.9830], [-0.0238, 0.3153, 2.0200], [0.3010, 1.6679, -0.7390], [0.8678, -1.2945, -0.4140], [-0.0675, 0.0107, 0.1223], [-2.2952, -1.4276, -1.0774], [1.2092, -2.5469, -1.9533], [0.1391, -1.0582, -2.2752], [-1.4102, -3.3647, -1.8073], [-0.8868, -3.1442, -0.2619], [1.9535, -0.3336, 2.2743], [1.7421, 1.5334, 1.8452], [1.5042, 0.8834, 3.5620], [-1.8652, 1.9858, -1.5038], [-1.5131, 2.6512, 0.0810], [-0.9804, 3.4124, -1.5016], [-0.6403, 1.1766, 2.1718], [-0.6141, -0.4103, 2.4676], [1.0485, 2.0675, -0.0702], [0.7223, 1.5662, -1.7314], [1.1387, -2.0893, 0.1499]], "atomic_forces_ev_per_a": [[1.63, 2.49, -1.38], [0.57, 3.25, -1.02], [-1.11, 0.41, 3.42], [-0.02, 0.26, 3.47], [0.25, 1.38, -2.63], [-2.37, -0.79, -1.32], [0.05, -1.20, 0.30], [-1.42, -0.16, -0.14], [1.33, 1.72, 1.51], [-1.49, -0.19, -0.17], [-0.23, -2.38, 0.33], [-0.59, -2.17, -2.31], [0.48, -1.19, 2.45], [0.93, 0.50, -0.39], [0.47, -1.04, 0.19], [-0.09, -0.55, -2.67], [0.21, -1.07, -0.29], [0.67, 0.11, -1.89], [0.62, 0.45, 0.16], [-0.33, 0.99, 0.00], [-0.25, -1.96, 1.36], [-0.05, 0.89, 0.08], [0.53, -0.43, -0.03], [0.22, 0.68, 0.96]]}

***

{"formula": "C6H15O", "method": "ωB97M-V/def2-TZVPD", "e_above_lowest_kcal_mol": 13.0, "charge": -1, "elements": ["C", "O", "C", "H", "H", "H", "H", "H", "C", "C", "C", "C", "H", "H", "H", "H", "H", "H", "H", "H", "H", "H"], "coordinates": [[0.2305, 2.4851, 0.0555], [-0.2605, 1.2503, 0.4799], [0.1378, 3.5354, 1.1731], [-0.3484, 2.8036, -0.8295], [1.3036, 2.5293, -0.2101], [0.4493, 4.5255, 0.8251], [0.7031, 3.1552, 2.0330], [-0.9366, 3.5354, 1.5099], [0.6164, -2.9773, 0.0273], [0.1321, -1.5327, -0.0729], [0.3486, -0.9002, -1.4306], [-1.4005, -1.3476, 0.1803], [0.5379, -3.2678, 1.0769], [0.0874, -3.6852, -0.6319], [1.6822, -3.1488, -0.2154], [0.6919, -0.9720, 0.6356], [0.0946, 0.1990, -1.5074], [-0.2458, -1.4935, -2.1614], [1.3908, -0.9524, -1.7186], [-1.6865, -1.7530, 1.2064], [-1.4683, -0.2335, 0.1403], [-2.0598, -1.7548, -0.5655]], "atomic_forces_ev_per_a": [[-0.90, -1.38, 1.07], [0.93, 1.54, -0.23], [-1.54, -0.50, 0.16], [0.11, 0.55, -0.22], [0.34, -0.44, -0.44], [0.09, 0.14, 0.27], [0.16, 0.32, -0.19], [0.86, 0.33, -0.26], [0.38, -0.37, -0.20], [-1.39, -0.39, -1.07], [-0.01, 0.39, -1.11], [1.14, 0.61, 2.02], [-0.31, -0.38, -0.04], [-0.22, 0.21, 0.34], [-0.20, 0.54, -0.05], [0.08, 0.75, 0.77], [-0.11, -1.37, 0.59], [0.34, 0.41, 0.05], [0.49, -0.23, -0.25], [0.14, 0.57, -1.15], [-0.33, -0.66, 0.47], [-0.03, -0.62, -0.54]]}

***

{"formula": "C6H15O2P", "method": "ωB97M-V/def2-TZVPD", "e_above_lowest_kcal_mol": 204.7, "smiles": "CC(=O)OCCCC[PH4]", "elements": ["C", "C", "O", "O", "C", "C", "C", "C", "P", "H", "H", "H", "H", "H", "H", "H", "H", "H", "H", "H", "H", "H", "H", "H"], "coordinates": [[-0.3267, 2.5529, 1.6908], [-1.1119, 1.1238, 1.5294], [-1.0441, 0.2798, 2.5936], [-1.9212, 0.6818, 0.3857], [-1.2146, 0.8121, -0.8957], [-0.8589, -0.6005, -1.6471], [-0.6520, -1.8873, -0.6541], [0.6878, -1.8360, 0.2883], [2.0359, -0.6083, -0.2771], [-0.2716, 2.8872, 2.8116], [0.7996, 2.4420, 1.3114], [-0.8054, 3.3740, 0.9733], [-1.9578, 1.3961, -1.6250], [-0.2331, 1.4474, -0.8663], [-1.7962, -0.8555, -2.3410], [0.0338, -0.4087, -2.3980], [-1.5919, -1.9200, 0.0742], [-0.6650, -2.9146, -1.2388], [1.1624, -2.9290, 0.3478], [0.3384, -1.5667, 1.3747], [3.0037, -1.3036, 0.5773], [1.9889, -1.0220, -1.6555], [1.3319, 0.4981, 0.3177], [3.0682, 0.3571, -0.6772]], "atomic_forces_ev_per_a": [[0.26, 0.11, -1.58], [0.12, -4.53, 5.38], [-0.68, 5.37, -6.93], [3.43, 1.48, 1.66], [-0.02, 0.80, -2.40], [-1.16, -0.52, -0.50], [-0.46, -0.25, 0.62], [-1.30, -1.45, 0.47], [0.65, -0.66, 0.80], [-0.47, -0.92, -2.29], [-2.50, -0.02, 0.83], [0.89, -1.75, 1.77], [1.61, -1.21, 1.66], [-1.90, -1.06, 0.49], [2.03, 0.50, 1.53], [-1.77, -0.38, 1.69], [1.95, 0.12, -1.68], [0.02, 2.35, 0.86], [-0.93, 2.27, -0.19], [0.82, -0.36, -1.91], [-0.43, 0.51, -0.52], [-0.16, -0.10, 0.36], [-0.02, -0.26, -0.16], [0.03, -0.04, 0.04]]}

***

{"formula": "C6H15O4", "method": "ωB97M-V/def2-TZVPD", "e_above_lowest_kcal_mol": 113.3, "charge": -1, "elements": ["C", "O", "H", "H", "H", "C", "O", "H", "H", "C", "C", "O", "C", "H", "H", "H", "H", "H", "H", "H", "C", "O", "H", "H", "H"], "coordinates": [[1.7049, -0.7787, -2.2781], [2.8461, -0.9258, -1.4789], [1.2540, 0.2283, -2.1938], [1.9884, -0.9630, -3.3226], [0.9331, -1.5102, -1.9825], [2.6752, -0.4697, -0.1207], [1.6944, -1.0859, 0.5641], [2.4783, 0.6294, -0.2095], [3.6847, -0.6286, 0.3186], [-0.2636, 0.3642, 0.7258], [-1.5793, -0.2987, 1.1189], [-2.4490, -0.5901, 0.0512], [-2.0857, -1.7087, -0.7205], [-0.0609, 0.1039, -0.3248], [0.2817, 0.5881, 1.6598], [-1.3553, -1.2148, 1.6960], [-2.1524, 0.3409, 1.8039], [-1.9720, -2.6026, -0.0820], [-1.1386, -1.5496, -1.2604], [-2.8838, -1.8797, -1.4530], [-0.7256, 2.8208, 1.5257], [-0.4942, 2.0389, 0.3959], [0.0600, 2.6605, 2.2929], [-0.7669, 3.8874, 1.2446], [-1.6736, 2.5438, 2.0292]], "atomic_forces_ev_per_a": [[-0.12, -0.22, 0.40], [0.40, -0.11, -1.00], [0.19, -0.10, -0.03], [-0.03, 0.06, 0.17], [0.09, 0.15, -0.12], [-1.44, -0.51, 1.39], [1.00, -0.18, -0.48], [0.15, 0.18, -0.05], [-0.01, 0.13, -0.20], [-2.22, 3.58, -0.09], [0.22, 0.16, 0.39], [-0.37, 0.11, -0.20], [0.31, -0.16, -0.04], [1.13, 0.15, 1.23], [0.86, -1.05, -1.22], [0.16, 0.07, -0.25], [0.16, 0.05, -0.17], [-0.01, 0.15, -0.18], [-0.21, -0.10, 0.17], [0.13, 0.06, 0.19], [-0.07, -0.83, 0.20], [-0.39, -1.78, 0.01], [0.00, 0.27, -0.12], [0.06, -0.37, 0.08], [0.01, 0.29, -0.09]]}

***

{"formula": "C6H15O6PS2", "method": "ωB97M-V/def2-TZVPD", "e_above_lowest_kcal_mol": 0.0, "elements": ["C", "P", "C", "O", "S", "O", "O", "O", "H", "H", "H", "H", "H", "H", "H", "C", "C", "C", "S", "O", "O", "C", "H", "H", "H", "H", "H", "H", "H", "H"], "coordinates": [[4.4482, 1.4648, -2.1978], [3.4569, 0.0114, -1.7444], [4.2825, -1.2671, -2.7570], [2.1670, 0.4126, -2.7871], [0.7636, -0.3507, -2.5287], [0.0955, -0.4211, -3.7991], [-0.0529, 0.9036, -1.8159], [0.6115, 1.2856, -0.6094], [5.4561, 1.3575, -1.7950], [3.9708, 2.3456, -1.7695], [4.5023, 1.5897, -3.2790], [3.5493, -2.0141, -3.0623], [5.0124, -1.7721, -2.1207], [4.7815, -0.8872, -3.6483], [0.4060, 0.5463, -0.0037], [-4.1761, -0.2751, 2.5047], [-3.2443, 0.8808, 2.8958], [-1.8134, 0.3299, 2.9112], [-1.7954, -1.0245, 1.7259], [-1.5342, -2.2574, 2.4188], [-0.9973, -0.6634, 0.5760], [-3.5290, -0.9429, 1.2959], [-5.1795, 0.0757, 2.2698], [-4.2537, -0.9903, 3.3260], [-3.3234, 1.6794, 2.1564], [-3.5070, 1.3020, 3.8647], [-1.0676, 1.0597, 2.6058], [-1.5417, -0.0969, 3.8746], [-3.8774, -1.9527, 1.0934], [-3.6106, -0.3291, 0.3991]], "atomic_forces_ev_per_a": [[-0.07, 0.14, 0.01], [-0.02, -0.02, -0.03], [0.09, -0.13, -0.03], [-0.10, -0.20, -0.06], [0.13, 0.16, 0.10], [0.00, -0.02, -0.04], [-0.17, 0.15, 0.09], [0.33, -0.16, -0.08], [-0.01, 0.03, 0.06], [0.12, 0.05, 0.06], [0.00, -0.07, -0.03], [-0.03, -0.03, 0.06], [0.05, 0.00, -0.04], [-0.05, 0.09, -0.02], [-0.36, 0.06, -0.08], [0.04, 0.00, 0.02], [0.01, -0.03, -0.02], [-0.07, 0.12, 0.04], [-0.06, 0.05, -0.02], [0.04, -0.02, 0.01], [0.15, -0.09, 0.03], [-0.12, 0.03, 0.02], [0.00, 0.00, 0.01], [0.00, -0.01, -0.01], [0.00, -0.01, -0.01], [0.00, 0.01, 0.00], [0.03, -0.03, -0.01], [0.00, -0.05, -0.02], [0.05, -0.02, -0.01], [0.02, 0.00, 0.00]]}

***

{"formula": "C6H15O7P2", "method": "ωB97M-V/def2-TZVPD", "charge": 1, "elements": ["C", "C", "C", "C", "C", "C", "O", "O", "O", "O", "O", "O", "O", "P", "P", "H", "H", "H", "H", "H", "H", "H", "H", "H", "H", "H", "H", "H", "H", "H"], "coordinates": [[2.4159, -0.8504, 0.6728], [2.8380, 0.5104, 0.0430], [1.2041, -1.1828, -0.1242], [1.4534, 1.0212, -0.6489], [0.7428, 2.1284, 0.1822], [0.1110, -1.6849, 0.9814], [0.6322, -0.0718, -0.7430], [3.8583, 0.3102, -0.8780], [-4.0496, 1.3881, -0.7071], [-3.5616, -1.5850, 0.0581], [-2.0048, -0.9082, -1.6609], [-1.1203, -2.0418, 0.4389], [-1.9785, 0.2121, 0.7219], [-3.4793, 1.6625, 0.7239], [-2.1512, -0.9931, -0.1177], [3.2355, -1.5620, 0.6480], [2.1191, -0.7353, 1.7798], [3.0607, 1.1499, 0.8986], [1.1705, -1.9909, -0.8714], [1.8656, 1.2672, -1.5259], [0.0459, 2.5514, -0.3942], [1.5670, 2.8513, 0.4198], [0.4452, 1.6231, 1.0331], [-0.0620, -0.7013, 1.5436], [0.5178, -2.5632, 1.4466], [3.9607, 0.9472, -1.6570], [-3.5328, 1.6776, -1.4381], [-3.7862, -2.3810, -0.4541], [-1.0800, -0.8169, -1.8698], [-4.4375, 0.7682, 1.4988]], "atomic_forces_ev_per_a": [[0.45, 1.16, 0.54], [-2.19, 0.10, 0.82], [-3.29, -3.42, 1.42], [1.60, 0.51, 4.75], [5.73, -1.08, -0.62], [2.01, 3.10, -0.89], [-0.94, -0.85, -0.76], [0.83, 0.53, -1.58], [-1.22, -1.06, 0.30], [-0.81, -0.46, 0.13], [-0.61, 0.31, -0.04], [-1.65, -0.45, -1.38], [-1.95, 3.20, 0.58], [0.87, -1.49, 1.86], [0.95, -2.64, 0.42], [-0.07, -0.12, -0.25], [0.51, 0.11, -1.59], [0.64, 0.52, -0.41], [1.00, 0.07, 0.16], [0.51, 1.56, -3.91], [-3.06, 1.76, -1.74], [-1.08, -0.26, -0.01], [-1.09, -0.49, 1.90], [0.52, -1.89, 0.19], [0.00, -0.03, 0.81], [-0.64, -0.97, 2.03], [0.65, 0.77, -1.16], [0.03, 0.28, 0.13], [1.23, 0.35, -0.63], [1.06, 0.88, -1.09]]}

***

The records above yield HOMO energy values of -7.8; -2.6; -8.3; -2.9; -9.0; -12.9 eV, respectively.
The records above yield Kohn-Sham gap values of 8.26; 6.58; 8.87; 6.54; 9.62; 8.89 eV, respectively.